This record from OMol25 describes a structure of composition C30H38HgN4O2 in a non-equilibrium geometry. The level of theory is ωB97M-V with the def2-TZVPD basis set.

Structure (XYZ):
```
75
Properties=species:S:1:pos:R:3:mulliken_charge:R:1
Hg 0.10 -0.27 0.28 1.90
N 3.13 -1.39 2.22 0.07
N -1.81 0.38 2.72 -0.37
C -1.26 -1.50 -1.71 -0.41
C -2.33 -1.73 -0.79 1.13
C -1.93 -2.73 0.13 0.46
C -2.63 -3.06 1.40 -1.96
H -3.48 -2.38 1.57 0.39
H -1.94 -2.95 2.27 0.27
H -3.01 -4.10 1.37 0.36
C -0.66 -3.22 -0.28 1.34
C 0.19 -4.20 0.44 -1.56
H 0.14 -5.21 -0.03 0.38
H -0.12 -4.27 1.49 0.30
H 1.25 -3.88 0.43 0.13
C -0.24 -2.47 -1.42 0.13
C 1.02 -2.67 -2.19 -0.13
H 1.85 -2.78 -1.48 -0.72
H 1.22 -1.77 -2.79 0.21
H 1.03 -3.54 -2.87 0.38
C -3.60 -0.97 -0.69 -1.52
H -4.49 -1.61 -0.87 0.35
H -3.59 -0.15 -1.42 0.35
H -3.70 -0.55 0.32 0.09
C -1.27 -0.58 -2.89 -1.17
H -0.26 -0.17 -3.06 0.26
H -1.93 0.27 -2.72 0.26
H -1.58 -1.06 -3.85 0.17
C 4.21 -0.85 2.73 -0.95
H 5.14 -1.41 2.63 0.44
C 4.26 0.38 3.40 -0.53
H 5.21 0.73 3.77 0.43
C 3.06 1.07 3.54 -0.48
H 3.04 2.04 4.01 0.41
C 1.88 0.48 3.14 0.00
H 0.91 0.97 3.17 0.45
C 1.91 -0.81 2.52 -0.38
C 0.71 -1.39 2.04 -0.48
H 0.29 -2.26 2.59 -0.16
C -1.35 0.68 1.55 -0.87
C -2.49 1.49 3.20 -1.38
H -2.88 1.50 4.20 0.47
C -2.52 2.45 2.25 -0.06
H -2.90 3.45 2.25 0.45
N -1.79 1.95 1.17 0.62
C -1.53 2.55 -0.11 -0.28
C -2.60 2.72 -1.00 1.27
C -2.35 3.33 -2.24 -1.08
H -3.18 3.51 -2.91 0.24
C -1.08 3.77 -2.59 1.31
C -0.83 4.47 -3.90 -1.52
H -0.02 3.98 -4.46 0.33
H -0.52 5.52 -3.75 0.32
H -1.74 4.46 -4.51 0.35
C -0.02 3.59 -1.69 -1.20
H 0.97 3.97 -1.94 0.37
C -0.22 2.95 -0.46 1.46
C 0.92 2.80 0.48 -1.14
H 1.00 3.68 1.13 0.31
H 1.86 2.66 -0.06 0.35
H 0.79 1.93 1.15 -0.25
C -3.99 2.30 -0.66 -2.08
H -4.61 3.17 -0.38 0.37
H -4.01 1.59 0.17 0.24
H -4.47 1.84 -1.54 0.48
N 3.89 -2.76 -0.10 -1.44
C 4.45 -1.45 -0.65 -3.38
C 3.34 -0.41 -0.75 1.39
O 3.57 0.74 -1.12 -0.61
O 2.22 -0.94 -0.38 0.33
H 4.69 -3.25 0.29 1.53
H 3.47 -3.35 -0.83 0.06
H 3.19 -2.61 0.68 -0.34
H 5.20 -1.10 0.06 0.67
H 4.82 -1.63 -1.67 0.87
```

Output
- Kohn-Sham gap (alpha / beta) (Ha) = 0.079 / 0.178
- relative energy (zero: lowest compared OMol25 entry of this formula, charge and spin) (kcal/mol) = 27.0
- HOMO level (alpha / beta) (eV) = 2.17 / -0.53
- lowest unoccupied orbital energy (alpha / beta) (eV) = 4.322 / 4.319
- net charge = -2

This record from OMol25 describes a structure of composition C30H39BBrN6OPbS2Si. The level of theory is ωB97M-V with the def2-TZVPD basis set.

Structure (XYZ):
```
82
Properties=species:S:1:pos:R:3:mulliken_charge:R:1
Pb 0.30 -0.20 0.47 0.32
Br 0.61 0.43 3.42 -0.19
C 1.20 2.25 3.18 0.65
C 1.40 2.96 4.33 -0.83
C 1.80 4.30 4.25 -0.57
C 1.97 4.88 3.03 -0.87
C 1.78 4.14 1.84 1.05
C 1.98 4.75 0.59 -0.88
C 1.89 4.01 -0.55 -1.28
C 1.55 2.65 -0.48 0.16
C 1.26 1.99 0.70 -0.87
C 1.39 2.76 1.88 0.70
H 1.26 2.51 5.30 0.43
H 1.96 4.87 5.16 0.38
H 2.27 5.92 2.94 0.34
H 2.22 5.81 0.56 0.33
H 2.07 4.47 -1.52 0.41
H 1.50 2.09 -1.41 0.42
C 1.83 -3.12 3.39 -1.00
N 0.95 -3.65 2.39 0.46
C -0.25 -4.25 2.64 -0.42
C -0.71 -4.71 1.45 -0.67
N 0.19 -4.41 0.48 0.16
B 0.01 -4.80 -1.01 0.18
N -0.86 -3.74 -1.75 0.51
C -0.88 -3.73 -3.12 -0.85
C -1.76 -2.80 -3.54 -0.54
N -2.30 -2.23 -2.42 0.42
C -3.29 -1.19 -2.38 -0.75
C -1.74 -2.82 -1.32 -0.01
S -2.20 -2.42 0.24 -0.35
C 1.19 -3.74 1.06 -0.05
S 2.71 -3.28 0.38 -0.63
H 1.76 -3.74 4.28 0.43
H 1.56 -2.10 3.64 0.10
H 2.85 -3.15 3.00 0.36
H -0.66 -4.27 3.63 0.50
H -1.61 -5.24 1.23 0.51
H -0.57 -5.85 -1.04 -0.21
H 1.07 -4.84 -1.54 -0.17
H -0.27 -4.41 -3.68 0.51
H -2.03 -2.50 -4.53 0.47
H -3.07 -0.45 -3.15 0.28
H -3.24 -0.72 -1.40 -0.04
H -4.29 -1.59 -2.54 0.37
C 1.22 -0.64 -3.30 -1.36
C 0.05 0.26 -3.05 -0.07
C -0.61 0.86 -4.11 -0.76
C -1.61 1.80 -3.82 -0.92
C -1.97 2.04 -2.52 -0.71
C -1.34 1.31 -1.48 0.30
N -0.31 0.47 -1.79 1.37
N -1.67 1.34 -0.20 0.45
Si -2.99 1.98 0.65 -0.17
C -2.79 3.85 1.05 -1.09
C -3.03 1.03 2.29 -0.86
C -4.73 1.72 -0.14 -1.20
H 1.14 -1.12 -4.27 0.51
H 1.30 -1.39 -2.52 -0.12
H 2.14 -0.07 -3.27 0.29
H -0.33 0.64 -5.13 0.46
H -2.10 2.32 -4.63 0.36
H -2.71 2.77 -2.26 0.54
H -1.80 4.03 1.46 0.25
H -3.52 4.19 1.78 0.35
H -2.89 4.48 0.17 0.30
H -2.29 1.41 3.00 0.20
H -2.80 -0.02 2.11 0.09
H -4.00 1.07 2.78 0.44
H -4.76 2.03 -1.18 0.36
H -5.52 2.24 0.40 0.44
H -4.97 0.66 -0.11 0.31
C 4.54 -1.19 -1.30 -1.03
O 3.16 -1.06 -1.03 0.25
C 2.68 -1.30 0.23 0.30
C 3.60 -0.82 1.35 -1.43
H 4.92 -2.12 -0.87 0.35
H 5.11 -0.34 -0.90 0.30
H 4.65 -1.23 -2.38 0.21
H 4.57 -1.32 1.39 0.36
H 3.11 -0.96 2.31 0.36
H 3.76 0.25 1.20 0.32
```

Output
- Kohn-Sham gap (Ha) = 0.213
- relative energy (zero: lowest compared OMol25 entry of this formula, charge and spin) (kcal/mol) = 52.6
- HOMO level (eV) = -3.29
- lowest unoccupied orbital energy (eV) = 2.501
- net charge = -1

This record from OMol25 describes a cluster of 2 separate species, C30H39BN2O7 in total in a non-equilibrium geometry. The level of theory is ωB97M-V with the def2-TZVPD basis set.

Structure (XYZ):
```
79
Properties=species:S:1:pos:R:3:mulliken_charge:R:1
C 2.42 2.30 3.86 -1.25
N 2.71 1.22 2.95 0.69
C 2.85 -0.06 3.43 -0.05
O 3.04 -0.36 4.60 -0.68
C 2.65 -1.01 2.26 0.40
C 1.48 -1.95 2.51 -1.75
C 0.23 -1.15 2.83 -0.01
C -0.04 -0.75 4.14 -0.30
C -1.14 0.07 4.41 -0.79
C -2.01 0.45 3.39 -0.62
C -1.78 0.00 2.09 -1.29
C -0.68 -0.82 1.83 0.64
N 2.40 -0.10 1.14 0.83
C 1.69 -0.48 0.06 -1.83
C 1.03 0.40 -0.79 1.56
C 0.44 -0.01 -1.98 -0.86
C 0.44 0.88 -3.12 0.32
C 0.91 0.42 -4.38 -0.49
C 1.20 1.32 -5.39 -0.64
C 0.95 2.69 -5.21 -0.35
C 0.40 3.15 -4.01 -0.74
C 0.15 2.26 -2.97 -0.18
C 2.61 1.31 1.50 -1.85
C 3.88 2.01 0.87 2.09
C 5.14 1.33 1.43 -1.75
C 3.85 3.47 1.29 -1.65
C 3.86 1.90 -0.64 -1.80
H 1.63 1.98 4.56 0.27
H 3.31 2.58 4.44 0.34
H 2.07 3.17 3.30 0.50
H 3.60 -1.55 2.10 0.39
H 1.32 -2.61 1.65 0.49
H 1.76 -2.55 3.38 0.66
H 0.63 -1.06 4.95 0.44
H -1.30 0.42 5.44 0.41
H -2.88 1.08 3.60 0.45
H -2.43 0.26 1.26 0.40
H -0.53 -1.20 0.82 0.91
H 1.66 -1.57 -0.11 0.52
H 0.99 1.47 -0.55 0.29
H 0.15 -1.05 -2.11 0.51
H 1.10 -0.65 -4.50 0.42
H 1.63 0.96 -6.33 0.39
H 1.17 3.40 -6.01 0.39
H 0.17 4.21 -3.87 0.39
H -0.30 2.59 -2.03 0.46
H 1.72 1.92 1.25 1.15
H 5.24 0.31 1.05 0.29
H 6.02 1.90 1.11 0.47
H 5.12 1.31 2.53 0.34
H 2.88 3.93 1.07 0.34
H 4.05 3.59 2.36 0.39
H 4.62 4.04 0.75 0.41
H 2.95 2.33 -1.07 0.32
H 4.72 2.44 -1.06 0.54
H 3.94 0.85 -0.96 0.31
C -4.19 -4.13 1.12 -1.17
C -3.07 -3.42 0.38 0.69
O -3.46 -3.11 -0.84 -0.65
B -3.10 -1.92 -1.61 1.60
H -1.87 -1.58 -1.66 -0.44
O -3.60 -2.17 -2.98 -0.50
C -3.52 -3.43 -3.42 0.86
C -4.73 -3.85 -4.21 -1.19
O -2.59 -4.19 -3.21 -0.59
O -3.95 -0.88 -1.04 -0.42
C -3.91 0.42 -1.28 0.68
C -5.31 0.96 -1.12 -1.23
O -2.92 1.09 -1.54 -0.59
O -1.97 -3.21 0.87 -0.60
H -4.70 -4.86 0.49 0.31
H -3.79 -4.61 2.02 0.34
H -4.93 -3.37 1.42 0.24
H -5.46 -3.04 -4.28 0.29
H -4.40 -4.16 -5.21 0.32
H -5.18 -4.72 -3.72 0.30
H -5.75 0.59 -0.18 0.26
H -5.31 2.05 -1.15 0.36
H -5.93 0.55 -1.94 0.29
```

Output
- Kohn-Sham gap (Ha) = 0.233
- relative energy (zero: lowest compared OMol25 entry of this formula, charge and spin) (kcal/mol) = 1.8
- HOMO level (eV) = -8.44
- lowest unoccupied orbital energy (eV) = -2.101
- net charge = 0

This record from OMol25 describes a structure of composition C30H39CaN3S in a non-equilibrium geometry. The level of theory is ωB97M-V with the def2-TZVPD basis set.

Structure (XYZ):
```
74
Properties=species:S:1:pos:R:3:mulliken_charge:R:1
Ca -0.19 0.08 1.24 -0.61
N -0.33 2.54 3.37 -0.04
N 0.32 2.37 -0.21 1.20
C -2.06 -1.53 -0.05 0.73
C -2.81 -0.36 0.24 0.95
C -2.84 -0.19 1.65 0.70
C -3.38 0.98 2.39 -1.39
H -3.81 1.72 1.69 0.35
H -2.59 1.50 2.96 0.16
H -4.18 0.71 3.10 0.36
C -2.13 -1.27 2.24 0.20
C -1.82 -1.41 3.70 -1.06
H -2.63 -1.92 4.24 0.45
H -1.68 -0.43 4.19 0.01
H -0.89 -1.97 3.89 0.25
C -1.64 -2.10 1.19 -0.02
C -0.76 -3.30 1.34 -1.74
H 0.00 -3.17 2.13 0.48
H -0.20 -3.51 0.41 0.46
H -1.34 -4.20 1.58 0.22
C -3.40 0.56 -0.76 -1.52
H -4.48 0.39 -0.96 0.29
H -2.89 0.46 -1.73 0.21
H -3.29 1.61 -0.45 0.33
C -1.78 -2.07 -1.41 -1.21
H -0.81 -2.59 -1.44 0.13
H -1.72 -1.26 -2.15 0.01
H -2.54 -2.79 -1.76 0.40
C 0.24 2.73 4.56 -0.17
H -0.43 2.72 5.43 0.32
C 1.62 2.91 4.72 -0.67
H 2.03 3.06 5.72 0.41
C 2.45 2.85 3.59 -0.36
H 3.54 2.91 3.68 0.51
C 1.87 2.76 2.33 -1.15
H 2.45 2.77 1.40 0.52
C 0.44 2.67 2.25 1.33
C -0.28 2.63 1.03 -2.25
H -1.35 2.86 1.06 0.05
C 0.33 1.11 -0.82 -1.97
C 0.88 3.33 -1.09 -0.96
H 1.02 4.35 -0.78 0.63
C 1.11 2.70 -2.25 -0.60
H 1.49 3.05 -3.19 0.45
N 0.74 1.36 -2.07 1.91
C 0.70 0.37 -3.09 -2.55
C -0.21 0.50 -4.15 2.53
C -0.26 -0.54 -5.10 -2.09
H -0.95 -0.43 -5.94 -0.08
C 0.53 -1.68 -4.98 3.09
C 0.53 -2.74 -6.04 -1.66
H 0.62 -3.74 -5.59 0.35
H 1.37 -2.64 -6.74 0.39
H -0.39 -2.71 -6.63 0.34
C 1.35 -1.81 -3.86 -2.37
H 1.95 -2.72 -3.74 -0.15
C 1.43 -0.81 -2.89 2.81
C 2.30 -1.05 -1.69 -1.56
H 2.81 -0.15 -1.32 0.29
H 3.07 -1.79 -1.95 0.39
H 1.73 -1.50 -0.85 -0.26
C -1.13 1.67 -4.28 -1.75
H -0.62 2.58 -4.61 0.39
H -1.69 1.90 -3.36 0.23
H -1.88 1.43 -5.04 0.38
C 3.94 -1.51 1.94 3.99
S 2.19 -1.03 1.99 -1.63
C 1.92 -0.66 3.74 0.05
H 4.20 -1.72 0.90 -0.63
H 4.11 -2.41 2.54 -0.43
H 4.57 -0.69 2.31 -0.53
H 1.79 -1.60 4.28 0.29
H 2.76 -0.08 4.13 -0.02
H 1.01 -0.06 3.86 -0.11
```

Output
- Kohn-Sham gap (Ha) = 0.058
- HOMO level (eV) = 2.48
- lowest unoccupied orbital energy (eV) = 4.045
- net charge = -2

This record from OMol25 describes a structure of composition C30H39ClPSi2Sn in a non-equilibrium geometry. The level of theory is ωB97M-V with the def2-TZVPD basis set.

Structure (XYZ):
```
74
Properties=species:S:1:pos:R:3:mulliken_charge:R:1
C -1.23 -2.11 2.39 -1.11
C -1.12 -2.63 1.05 -0.41
C 0.28 -2.82 0.76 -0.32
H -1.97 -2.77 0.35 0.46
C 1.05 -2.39 1.91 -0.54
C 0.11 -2.01 2.94 0.00
H 0.39 -1.49 3.88 0.42
H -2.16 -1.73 2.88 0.66
H 0.71 -3.16 -0.21 0.44
H 2.17 -2.38 2.01 0.37
Sn -0.26 -0.18 1.00 1.23
Cl 1.98 0.73 0.44 -0.44
P 0.00 -0.30 -2.69 0.72
C 1.10 -1.35 -3.72 -0.27
C 0.67 -2.07 -4.85 0.06
H -0.38 -2.03 -5.18 0.34
C 1.58 -2.86 -5.58 -0.59
H 1.24 -3.42 -6.46 0.40
C 2.93 -2.93 -5.19 -0.51
H 3.64 -3.54 -5.76 0.37
C 3.36 -2.21 -4.05 -0.52
H 4.41 -2.26 -3.74 0.40
C 2.45 -1.44 -3.32 -0.42
H 2.79 -0.89 -2.42 0.39
C -1.64 -0.73 -3.39 -0.08
C -2.27 -1.87 -2.84 -0.23
H -1.78 -2.44 -2.04 0.31
C -3.53 -2.27 -3.32 -0.62
H -4.01 -3.16 -2.90 0.40
C -4.17 -1.53 -4.33 -0.53
H -5.16 -1.85 -4.70 0.37
C -3.55 -0.40 -4.87 -0.61
H -4.04 0.19 -5.65 0.40
C -2.28 0.01 -4.40 0.03
H -1.81 0.90 -4.83 0.34
C 0.29 1.34 -3.46 0.01
C 1.00 1.54 -4.66 0.03
H 1.43 0.69 -5.21 0.31
C 1.17 2.84 -5.17 -0.64
H 1.72 2.99 -6.10 0.39
C 0.63 3.95 -4.49 -0.50
H 0.76 4.96 -4.89 0.37
C -0.08 3.75 -3.29 -0.62
H -0.51 4.61 -2.76 0.38
C -0.24 2.46 -2.77 -0.24
H -0.79 2.31 -1.82 0.22
C -1.62 2.55 4.97 -1.21
Si -1.48 0.95 4.00 0.12
C -1.73 -0.36 5.33 -1.05
C -2.95 1.05 2.83 -1.05
C 0.13 0.88 3.10 -0.43
Si 1.78 0.90 4.01 0.30
C 2.18 -0.51 5.23 -1.16
C 3.41 1.06 3.09 -1.26
C 1.82 2.43 5.11 -1.13
H -2.64 2.63 5.36 0.37
H -1.46 3.42 4.31 0.34
H -0.93 2.61 5.81 0.37
H -2.68 -0.17 5.84 0.44
H -1.77 -1.39 4.96 0.38
H -0.94 -0.31 6.08 0.33
H -2.84 1.93 2.19 0.34
H -3.07 0.17 2.20 0.34
H -3.86 1.18 3.42 0.39
H 0.13 1.77 2.41 0.65
H 2.40 -1.45 4.72 0.36
H 3.08 -0.24 5.80 0.43
H 1.38 -0.67 5.95 0.38
H 3.40 1.93 2.43 0.41
H 4.22 1.20 3.81 0.37
H 3.64 0.17 2.51 0.32
H 1.59 3.32 4.51 0.36
H 1.11 2.35 5.93 0.32
H 2.82 2.54 5.52 0.35
```

Output
- Kohn-Sham gap (alpha / beta) (Ha) = 0.154 / 0.155
- HOMO level (alpha / beta) (eV) = -10.74 / -10.74
- lowest unoccupied orbital energy (alpha / beta) (eV) = -6.546 / -6.535
- net charge = +1

This record from OMol25 describes a structure of composition C30H39FeN9O3S3 in a non-equilibrium geometry. The level of theory is ωB97M-V with the def2-TZVPD basis set.

Structure (XYZ):
```
85
Properties=species:S:1:pos:R:3:mulliken_charge:R:1
Fe -1.43 -0.15 -0.88 0.98
O 0.50 0.35 3.92 -0.67
C 1.33 1.16 3.23 0.49
C 2.45 1.66 3.89 -0.69
C 3.32 2.51 3.25 -0.40
C 3.12 2.87 1.92 -1.18
C 2.03 2.35 1.24 -0.24
C 1.12 1.49 1.88 0.44
C -0.01 0.97 1.11 0.83
O 0.03 0.99 -0.17 -0.46
N -1.07 0.52 1.78 -1.78
N -2.01 0.09 0.90 1.42
C -3.18 -0.27 1.29 -0.52
C -4.09 -0.75 0.23 0.76
C -5.41 -1.08 0.50 -1.05
C -6.21 -1.49 -0.55 -0.37
C -5.68 -1.55 -1.83 -1.15
C -4.35 -1.21 -2.00 -0.17
N -3.56 -0.83 -1.01 0.52
H -0.29 0.19 3.37 0.44
H 2.59 1.38 4.93 0.52
H 4.18 2.90 3.79 0.53
H 3.80 3.54 1.42 0.39
H 1.86 2.59 0.20 0.39
H -3.48 -0.22 2.33 0.44
H -5.79 -1.01 1.51 0.52
H -7.25 -1.75 -0.37 0.43
H -6.28 -1.86 -2.67 0.46
H -3.90 -1.24 -2.99 0.43
N -1.21 -2.24 -0.23 -0.22
C -1.25 -3.48 -1.04 -0.78
C -0.40 -3.34 -2.29 -0.99
C -1.02 -2.36 -3.29 0.59
C -0.10 -1.21 -3.63 -1.03
N 0.09 -0.44 -2.38 -0.38
H -0.38 -2.27 0.35 -0.06
H -1.98 -2.28 0.43 0.36
H -2.29 -3.67 -1.31 0.30
H -0.91 -4.32 -0.43 0.50
H -0.21 -4.31 -2.75 0.46
H 0.58 -2.98 -1.95 0.26
H -1.90 -1.90 -2.83 -0.90
H -1.38 -2.88 -4.18 0.66
H -0.53 -0.56 -4.38 0.51
H 0.86 -1.56 -4.01 0.42
H 0.46 0.49 -2.56 0.24
H 0.79 -0.88 -1.80 0.23
S 6.55 0.79 2.71 -0.17
C 5.36 -0.24 2.31 0.10
S 4.39 -0.15 0.87 -0.03
C 3.37 -1.43 1.44 0.03
N 3.78 -1.92 2.63 -0.79
N 4.84 -1.30 3.07 0.86
C 5.35 -1.74 4.34 0.44
C 4.42 -2.05 5.33 -0.16
C 4.88 -2.50 6.56 -0.73
C 6.24 -2.63 6.79 -0.44
C 7.15 -2.33 5.79 -0.68
C 6.71 -1.88 4.55 -0.46
S 2.00 -1.95 0.67 -0.10
H 3.37 -1.94 5.13 0.51
H 4.17 -2.73 7.34 0.37
H 6.59 -2.98 7.75 0.39
H 8.21 -2.45 5.96 0.38
H 7.42 -1.67 3.77 0.43
C -1.70 3.54 -1.03 -1.24
N -1.85 3.43 -2.48 0.13
C -1.13 4.42 -3.27 -1.25
C -2.30 2.25 -2.99 0.22
O -2.35 1.22 -2.30 -0.52
N -2.72 2.25 -4.29 0.17
C -3.04 0.97 -4.90 -0.75
C -3.38 3.39 -4.90 -1.17
H -1.67 4.59 -0.77 0.45
H -0.79 3.05 -0.68 0.42
H -2.56 3.08 -0.54 0.32
H -0.18 4.64 -2.78 0.43
H -1.69 5.35 -3.36 0.31
H -0.93 4.03 -4.26 0.40
H -2.48 0.18 -4.43 -0.16
H -2.78 1.01 -5.96 0.37
H -4.11 0.75 -4.82 0.34
H -3.42 4.23 -4.21 0.41
H -4.41 3.11 -5.15 0.38
H -2.88 3.70 -5.82 0.31
```

Output
- Kohn-Sham gap (alpha / beta) (Ha) = 0.272 / 0.210
- relative energy (zero: lowest compared OMol25 entry of this formula, charge and spin) (kcal/mol) = 0.0
- HOMO level (alpha / beta) (eV) = -10.34 / -10.37
- lowest unoccupied orbital energy (alpha / beta) (eV) = -2.931 / -4.668
- net charge = +1
- spin multiplicity = 2